DFT (the ωB97M-V functional and the def2-TZVPD basis) results for a structure of composition I2OS.

```
4
Properties=species:S:1:pos:R:3:forces:R:3:lowdin_charge:R:1
O 1.807730 -0.032672 -0.346614 -6.102 0.089 3.099 -0.682
S 0.334309 -0.008461 0.528671 5.980 -0.122 -2.602 -0.138
I -1.114439 -1.835954 -0.091138 0.077 -0.072 -0.246 0.408
I -1.027600 1.877088 -0.090918 0.045 0.105 -0.251 0.412
```
Forces are in eV/Å.

LUMO (alpha / beta) ... -2.02 / -2.02 eV
Net charge ... 0
Energy relative to the best compared isomer or geometry (same formula, charge and spin) ... 26.6 kcal/mol
Frontier orbital gap (alpha / beta) ... 7.8 / 7.8 eV
E_tot ... -29082.2243 eV

DFT (the ωB97M-V functional and the def2-TZVPD basis) results for a structure of composition IO2PbV.

```
5
Properties=species:S:1:pos:R:3:forces:R:3:lowdin_charge:R:1
Pb -4.832234 5.743780 -0.730980 0.542 -0.445 0.053 1.274
O 3.073716 -2.263980 0.466440 2.723 -0.426 1.536 -0.133
V 1.678306 -2.356910 -0.037920 -4.715 -1.378 -0.784 1.292
O 0.859206 -3.533810 0.654270 1.986 1.822 -0.755 -0.186
I -0.778994 2.410920 -0.351810 -0.535 0.428 -0.051 -0.248
```
Forces are in eV/Å.

LUMO ... -10.55 eV
Net charge ... +2
Energy relative to the best compared isomer or geometry (same formula, charge and spin) ... 0.0 kcal/mol
Frontier orbital gap ... 3.4 eV
E_tot ... -43106.7290 eV

DFT (the ωB97M-V functional and the def2-TZVPD basis) results for a cluster of 2 separate species, IO2S2 in total.

```
5
Properties=species:S:1:pos:R:3:forces:R:3:lowdin_charge:R:1
O 0.272319 -0.607713 -1.075271 0.013 2.398 1.995 -0.461
O -0.256092 -0.512224 1.289655 0.294 0.600 1.004 -0.432
S -0.913101 1.962909 -0.166840 0.959 -0.753 0.332 0.183
S 0.063779 0.268604 0.126903 -0.866 -2.343 -3.414 0.254
I 4.338387 0.074972 -0.081165 -0.399 0.098 0.084 -0.544
```
Forces are in eV/Å.

LUMO (alpha / beta) ... 1.21 / 0.04 eV
Net charge ... -1
Energy relative to the best compared isomer or geometry (same formula, charge and spin) ... 32.7 kcal/mol
Frontier orbital gap (alpha / beta) ... 6.1 / 3.8 eV
E_tot ... -33866.6466 eV

DFT (the ωB97M-V functional and the def2-TZVPD basis) results for a structure of composition IO2V.

```
4
Properties=species:S:1:pos:R:3:forces:R:3:lowdin_charge:R:1
O 0.005341 1.104101 1.577902 -1.147 -1.589 -3.057 -0.387
V -0.444432 0.158099 0.316918 2.661 -0.027 1.211 0.710
O 0.250668 -1.223115 0.558010 -0.975 0.966 0.267 -0.382
I 0.188423 -0.039085 -2.452830 -0.539 0.650 1.579 0.059
```
Forces are in eV/Å.

LUMO ... -2.75 eV
Net charge ... 0
Energy relative to the best compared isomer or geometry (same formula, charge and spin) ... 15.0 kcal/mol
Frontier orbital gap ... 6.8 eV
E_tot ... -37882.2630 eV

DFT (the ωB97M-V functional and the def2-TZVPD basis) results for a structure of composition IO4V2.

```
7
Properties=species:S:1:pos:R:3:forces:R:3:lowdin_charge:R:1
O 3.140101 0.700410 1.792799 0.210 0.030 0.072 -0.272
V 1.923576 1.500009 1.291737 -0.260 0.266 -1.130 0.770
O 2.430087 2.464095 0.168260 -0.355 -0.690 0.808 -0.264
O -2.518999 -0.220515 -1.829761 0.000 -0.769 0.684 -0.264
V -2.240711 -1.285410 -0.726452 0.168 1.139 -0.681 0.799
O -3.018982 -2.570543 -1.105059 0.318 0.128 0.126 -0.246
I 0.284930 -0.588045 0.408474 -0.080 -0.104 0.121 0.477
```
Forces are in eV/Å.

LUMO ... -6.72 eV
Net charge ... +1
Energy relative to the best compared isomer or geometry (same formula, charge and spin) ... 8.7 kcal/mol
Frontier orbital gap ... 8.3 eV
E_tot ... -67656.4262 eV

DFT (the ωB97M-V functional and the def2-TZVPD basis) results for a structure of composition IZn.

```
2
Properties=species:S:1:pos:R:3:forces:R:3:lowdin_charge:R:1
Zn -0.196885 -1.031627 -0.888038 0.319 1.672 1.440 0.817
I 0.196885 1.031627 0.888038 -0.319 -1.672 -1.440 0.183
```
Forces are in eV/Å.

LUMO ... -8.82 eV
Net charge ... +1
Energy relative to the best compared isomer or geometry (same formula, charge and spin) ... 12.5 kcal/mol
Frontier orbital gap ... 6.2 eV
E_tot ... -56509.5733 eV

DFT (the ωB97M-V functional and the def2-TZVPD basis) results for a structure of composition LiN2O6Sr.

```
10
Properties=species:S:1:pos:R:3:forces:R:3:lowdin_charge:R:1
Sr 3.343068 0.320202 0.121557 13.400 -0.800 -4.454 1.957
Li -0.065022 -2.338248 -0.007943 -4.058 -6.253 -2.296 0.769
N -1.505482 0.646192 -0.920853 -7.342 -1.697 -1.468 -0.698
O -0.634792 0.862702 -1.660593 6.180 1.361 -4.283 0.011
O -2.643962 0.351402 -1.346353 -0.370 -0.120 -0.863 -0.021
O -1.369592 0.641052 0.250397 -0.895 1.052 4.096 -0.042
N 0.713748 -0.108538 0.857317 -9.539 1.503 10.217 -0.590
O 0.572428 -1.174218 0.376777 3.280 0.073 -1.663 -0.055
O 1.691508 0.507222 0.636307 -4.769 5.976 1.280 -0.511
O -0.101902 0.292232 1.693387 4.116 -1.094 -0.566 0.179
```
Forces are in eV/Å.

LUMO ... -6.05 eV
Net charge ... +1
Frontier orbital gap ... 4.0 eV
E_tot ... -16285.8537 eV

DFT (the ωB97M-V functional and the def2-TZVPD basis) results for the molecule N2.

```
2
Properties=species:S:1:pos:R:3:forces:R:3:lowdin_charge:R:1
N 0.394186 0.304353 0.220613 -0.007 -0.006 -0.004 0.000
N -0.394186 -0.304353 -0.220613 0.007 0.006 0.004 0.000
```
Forces are in eV/Å.

LUMO ... 2.04 eV
Net charge ... 0
Energy relative to the best compared isomer or geometry (same formula, charge and spin) ... 0.0 kcal/mol
SMILES string ... N#N
Frontier orbital gap ... 16.9 eV
E_tot ... -2981.0781 eV

DFT (the ωB97M-V functional and the def2-TZVPD basis) results for a cluster of 2 separate species, N2O2S in total.

```
5
Properties=species:S:1:pos:R:3:forces:R:3:lowdin_charge:R:1
N 1.702469 0.959229 0.317138 1.548 1.615 1.330 0.243
N 0.998683 0.332799 -0.248878 2.025 1.581 1.473 -0.342
O 0.297124 -0.341592 -0.821013 -3.152 -3.142 -3.010 0.017
O -2.671704 0.904271 0.296865 0.512 -1.292 0.087 -0.668
S -2.158874 -0.508073 0.401159 -0.934 1.239 0.121 0.750
```
Forces are in eV/Å.

LUMO (alpha / beta) ... -1.56 / -1.56 eV
Net charge ... 0
Energy relative to the best compared isomer or geometry (same formula, charge and spin) ... 102.5 kcal/mol
SMILES string ... N#[N+][O-].O=S
Frontier orbital gap (alpha / beta) ... 7.8 / 7.7 eV
E_tot ... -17906.3359 eV

DFT (the ωB97M-V functional and the def2-TZVPD basis) results for the molecule N2O5S.

```
8
Properties=species:S:1:pos:R:3:forces:R:3:lowdin_charge:R:1
N 1.439067 -0.343096 0.025339 -2.547 0.478 1.841 -0.486
N -1.079684 0.621736 -0.512370 0.642 -0.871 -0.013 -0.536
O 2.156867 -1.041982 -0.560517 1.450 -1.777 -1.770 0.092
O -0.336444 1.336950 -1.100451 0.170 0.434 -0.592 0.086
O 1.647593 0.646546 0.633369 0.253 0.970 0.670 0.077
O -2.230085 0.717019 -0.255127 -1.569 0.887 0.058 0.062
O -1.056871 -0.902746 1.554572 0.463 -0.189 -0.014 -0.422
S -0.540444 -1.034427 0.215185 1.139 0.070 -0.179 1.126
```
Forces are in eV/Å.

LUMO (alpha / beta) ... -1.70 / -1.70 eV
Net charge ... 0
Energy relative to the best compared isomer or geometry (same formula, charge and spin) ... 19.2 kcal/mol
Frontier orbital gap (alpha / beta) ... 9.0 / 9.0 eV
E_tot ... -24045.0209 eV

DFT (the ωB97M-V functional and the def2-TZVPD basis) results for a cluster of 2 separate species, N2O6 in total.

```
8
Properties=species:S:1:pos:R:3:forces:R:3:lowdin_charge:R:1
N -0.915584 1.496835 -1.256721 -0.610 1.296 0.049 -0.661
O -0.767866 1.678959 -0.039549 0.025 -0.240 -0.173 -0.075
O -1.221848 2.499221 -1.984049 0.113 0.004 -0.154 -0.179
O -0.817285 0.389547 -1.786001 0.182 -0.668 -0.087 -0.079
N 0.988223 -1.522293 1.294567 -3.271 0.856 -0.592 -0.637
O 1.934925 -2.108727 0.722906 0.238 0.283 0.660 -0.126
O -0.069550 -2.145462 1.639165 1.132 -1.383 0.208 -0.158
O 0.868985 -0.288078 1.409683 2.192 -0.148 0.089 -0.085
```
Forces are in eV/Å.

LUMO ... 7.29 eV
Net charge ... -2
Energy relative to the best compared isomer or geometry (same formula, charge and spin) ... 54.5 kcal/mol
Frontier orbital gap ... 8.0 eV
E_tot ... -15258.0907 eV

DFT (the ωB97M-V functional and the def2-TZVPD basis) results for a cluster of 2 separate species, N2O6P in total.

```
9
Properties=species:S:1:pos:R:3:forces:R:3:lowdin_charge:R:1
N 1.480120 0.605502 0.376692 0.928 3.725 2.017 -0.518
N -2.280321 0.231608 0.040918 0.376 0.444 -0.065 -0.278
O 1.394975 1.677631 -0.260483 0.182 -1.231 0.495 -0.019
O -2.694985 1.314802 0.459311 0.188 -1.770 -0.798 -0.052
O 1.187108 -0.938419 -1.779243 -0.058 1.045 0.506 -0.314
O 1.809761 0.530904 1.581531 -0.220 0.177 -1.083 -0.021
O -2.856644 -0.601575 -0.635765 0.045 1.163 0.766 -0.042
O 0.973180 -1.997487 0.536818 0.006 -0.152 1.171 -0.300
P 0.986804 -0.822965 -0.319776 -1.446 -3.401 -3.011 0.544
```
Forces are in eV/Å.

LUMO (alpha / beta) ... 2.35 / 0.96 eV
Net charge ... -1
Energy relative to the best compared isomer or geometry (same formula, charge and spin) ... 62.3 kcal/mol
Frontier orbital gap (alpha / beta) ... 8.4 / 4.5 eV
E_tot ... -24549.9882 eV